No. 1
{
  "formula": "C19H52Cl2FN7O22",
  "method": "ωB97M-V/def2-TZVPD",
  "elements": ["H", "O", "H", "H", "O", "O", "N", "O", "H", "H", "C", "N", "O", "H", "C", "H", "H", "C", "H", "H", "H", "H", "H", "O", "H", "O", "H", "H", "H", "O", "H", "H", "C", "H", "H", "H", "H", "C", "H", "H", "N", "O", "H", "Cl", "O", "H", "Cl", "C", "N", "O", "C", "H", "C", "H", "C", "H", "H", "H", "O", "F", "O", "H", "N", "O", "H", "C", "O", "H", "O", "N", "H", "C", "O", "H", "H", "H", "C", "O", "C", "C", "H", "H", "C", "H", "H", "H", "O", "O", "H", "C", "C", "O", "H", "O", "H", "H", "C", "H", "H", "C", "H", "H", "N"],
  "xyz": [[-5.809, -2.470, 7.210], [-1.023, 3.963, -4.066], [-1.062, 7.195, 3.766], [1.029, -2.965, -0.542], [4.962, -5.777, -4.786], [-4.740, 7.375, 7.599], [0.342, 0.303, -2.058], [-6.017, 1.180, -0.480], [-1.728, 1.225, -3.661], [2.633, -3.294, -4.367], [-2.880, 4.040, 7.483], [-0.418, 0.177, 0.858], [1.031, -1.954, -0.492], [2.226, 2.425, -0.046], [-0.663, 1.101, -1.536], [-3.957, -0.158, 2.538], [-2.357, 6.673, 2.908], [6.174, -1.251, -3.205], [0.388, 1.316, 2.554], [9.877, -0.722, -3.558], [1.162, -2.478, -9.479], [-4.664, 6.396, 7.354], [1.384, -3.959, -8.815], [3.314, -4.477, -6.761], [-2.048, 4.838, 5.615], [-3.147, -2.315, 4.194], [7.214, -1.643, -3.039], [-1.031, 0.902, 9.454], [4.968, -4.531, -1.471], [1.047, -3.471, -9.635], [1.887, -1.662, -0.039], [-0.817, 3.241, -3.388], [1.218, 0.859, -3.077], [6.013, -4.765, -5.718], [-1.451, -2.702, -4.271], [6.656, -3.493, -6.526], [-1.676, 3.586, -4.741], [-2.737, 2.793, 5.399], [0.542, 1.274, 4.184], [3.633, -5.138, -6.065], [-3.460, 1.750, 6.027], [-2.665, 2.590, 4.035], [5.242, -5.454, -3.869], [-2.497, 5.479, 8.400], [-0.754, -3.182, -3.716], [9.174, -1.981, -4.336], [7.200, 1.197, -2.454], [-2.471, 3.977, 6.060], [-1.137, 0.113, 1.912], [-1.556, 6.371, 3.448], [-1.111, 0.861, -0.162], [-3.065, -3.315, 4.319], [-3.828, 0.917, 4.953], [-4.446, -1.392, -0.743], [3.456, -0.309, -3.329], [2.990, 3.539, -0.974], [-2.305, -1.882, 4.550], [-4.623, 1.230, 7.975], [0.963, 1.616, 3.330], [4.248, 1.877, -2.399], [-1.067, 1.911, 9.518], [6.514, -4.973, -1.783], [1.611, -1.493, -3.864], [2.142, 3.346, -0.458], [-3.968, 7.868, 7.168], [5.178, -2.109, -3.635], [-2.011, 1.027, -4.612], [0.645, -0.432, -1.443], [9.176, -0.973, -4.242], [3.851, -1.574, -3.682], [-6.411, -2.741, 3.306], [-3.305, 1.426, 3.801], [-4.153, -0.625, -1.334], [1.809, 1.723, -2.662], [0.722, 1.201, -3.925], [5.307, -3.122, -3.887], [-3.532, 2.978, 7.926], [6.841, -4.430, -6.194], [2.092, -0.276, -3.490], [5.860, 0.201, -2.859], [-4.142, 1.472, 1.931], [-4.861, -2.286, 3.580], [-3.958, 1.888, 7.387], [-4.477, 0.060, 5.002], [3.200, -4.972, -7.636], [-5.349, 0.562, -0.921], [-5.804, -1.579, 7.691], [5.619, -4.769, -2.208], [-6.268, 0.785, 0.417], [4.503, 0.623, -2.862], [2.686, -2.226, -4.059], [-5.732, -2.009, 3.145], [0.005, -2.537, -3.537], [-1.264, 1.912, -2.277], [-2.994, 1.828, -0.162], [4.899, -6.787, -4.758], [-3.505, 0.824, 2.452], [-1.806, 0.055, -4.806], [-6.437, -0.956, 7.206], [-2.240, 1.280, 0.317], [-1.620, 2.257, 8.745], [-4.341, -0.878, -2.295], [-2.247, 0.884, 1.678]],
  "spin_multiplicity": 1,
  "e_homo_ha": -0.2529,
  "orbital_gap_ev": 5.96,
  "lumo_energy_ev": -0.92
}

No. 2
{
  "formula": "C19H53B3O14",
  "method": "ωB97M-V/def2-TZVPD",
  "elements": ["H", "O", "C", "C", "C", "H", "H", "O", "H", "H", "C", "H", "H", "H", "H", "B", "B", "H", "H", "O", "H", "O", "O", "H", "H", "H", "H", "H", "H", "O", "O", "C", "H", "C", "H", "H", "H", "H", "C", "O", "C", "H", "H", "H", "C", "H", "H", "H", "O", "H", "H", "O", "C", "H", "O", "H", "H", "H", "B", "H", "H", "H", "O", "C", "O", "H", "H", "C", "C", "H", "H", "H", "C", "C", "C", "C", "H", "H", "H", "H", "H", "O", "H", "C", "H", "H", "H", "C", "H"],
  "xyz": [[-3.254, -2.701, -3.930], [7.836, -0.767, 1.511], [4.722, -1.260, -0.100], [3.429, -1.927, 0.506], [1.864, -0.494, -1.090], [0.040, -2.182, 2.575], [0.260, 5.912, 2.644], [-4.436, -2.952, 1.292], [-5.328, 0.591, 4.859], [-2.810, 3.475, -1.727], [2.052, -5.894, 0.834], [-2.668, 3.669, 0.135], [2.614, -4.404, -0.271], [-8.095, 1.983, -1.117], [-2.303, 1.377, 3.612], [-1.132, -0.748, 1.288], [-2.081, 0.917, 2.544], [1.127, 3.233, 6.197], [3.587, -2.712, 1.325], [-6.622, 2.173, 0.297], [-1.261, 3.490, 4.685], [2.530, -5.361, -0.391], [-2.203, -0.522, 2.273], [1.078, -5.458, 1.071], [0.338, 5.553, 0.901], [-8.669, 2.151, 0.560], [1.007, -0.674, 2.140], [-3.636, 1.055, -1.550], [9.494, 0.460, 1.436], [0.068, 3.931, 2.148], [2.253, 0.220, -7.885], [0.270, -1.449, 1.706], [3.468, 1.825, -7.434], [-2.628, -2.252, -3.159], [5.791, -1.525, 0.260], [-4.310, 3.710, -0.688], [-3.926, -2.389, 1.890], [-2.865, -1.501, -1.385], [9.001, -0.311, 0.838], [0.792, -2.186, 0.563], [4.594, -0.185, -1.229], [0.583, 2.144, 4.896], [0.814, -0.218, -1.446], [5.527, 0.320, -1.674], [-7.907, 1.700, -0.081], [-4.680, 3.167, 3.857], [3.108, -1.673, -5.988], [2.542, -1.489, -4.309], [-3.445, -1.896, -2.055], [-1.872, -2.975, -2.840], [1.948, -6.975, 0.730], [-1.602, 1.730, 1.423], [0.559, 3.172, 5.268], [-6.481, 1.910, 1.217], [4.579, -1.474, -4.578], [0.997, 3.847, 4.531], [-4.063, -4.480, -0.026], [-2.783, -3.247, 0.095], [-2.141, 1.018, 0.251], [-2.143, -1.359, -3.562], [-4.514, 1.893, 5.762], [4.124, 0.215, -7.044], [-4.759, 2.211, 3.737], [-3.272, 3.200, -0.716], [-0.783, 3.554, 5.524], [-3.013, -4.441, 1.412], [-6.204, 2.102, 5.208], [-3.419, 1.580, -0.561], [3.300, -1.946, -4.950], [4.715, -1.730, -3.655], [1.721, 5.153, 1.964], [9.684, -1.149, 0.675], [3.136, 0.171, -1.727], [-5.229, 1.672, 4.965], [3.550, 0.789, -7.772], [-3.517, -3.830, 0.658], [-7.941, 0.612, 0.009], [1.767, 0.745, -8.534], [2.980, 0.942, -2.556], [4.054, 0.750, -8.741], [0.412, 3.331, 1.474], [-1.443, -0.240, -0.056], [2.764, -5.676, 1.635], [1.982, -1.582, 0.046], [8.710, 0.109, -0.125], [3.266, -3.034, -4.851], [8.121, -1.133, 2.358], [0.632, 5.210, 1.896], [-4.353, 1.432, 0.127]],
  "spin_multiplicity": 1,
  "e_homo_ha": -0.3297,
  "smiles": "CCB1OBOB(COc2ccccc2)O1.CO.CO.CO.CO.CO.CO.CO.CO.CO.CO",
  "orbital_gap_ev": 9.29,
  "lumo_energy_ev": 0.32
}

No. 3
{
  "formula": "C19H54Cl6O18P2",
  "method": "ωB97M-V/def2-TZVPD",
  "elements": ["C", "H", "H", "H", "H", "H", "H", "Cl", "H", "P", "O", "O", "Cl", "C", "H", "H", "O", "H", "H", "H", "C", "O", "C", "C", "H", "O", "P", "O", "O", "C", "H", "H", "Cl", "H", "H", "H", "C", "H", "C", "C", "O", "H", "H", "O", "O", "H", "H", "H", "H", "O", "C", "H", "C", "H", "H", "H", "C", "H", "H", "C", "O", "H", "H", "H", "C", "O", "H", "C", "H", "Cl", "H", "H", "O", "H", "H", "O", "H", "H", "H", "H", "H", "Cl", "H", "H", "C", "H", "C", "H", "C", "Cl", "O", "C", "H", "H", "O", "H", "H", "H", "O"],
  "xyz": [[-1.940, -0.622, -4.846], [7.644, -0.424, 2.701], [7.684, 0.993, 3.840], [5.622, 3.341, -3.578], [1.048, -1.026, 1.096], [0.293, -2.558, 0.770], [-3.736, -4.710, -1.641], [-4.778, 0.310, 1.339], [-6.335, -2.541, -2.474], [5.721, 2.186, 2.272], [-4.460, -2.459, -1.660], [3.618, 2.796, -3.247], [0.321, 1.950, 1.124], [2.803, 5.524, -1.719], [1.378, -0.938, 3.431], [-1.264, -4.366, 1.106], [-4.100, -0.816, -3.678], [2.279, -2.434, 5.278], [-2.945, 0.826, -3.699], [-0.306, 0.077, -0.869], [-3.592, 1.056, 0.269], [-3.350, -2.517, 0.824], [-0.274, 3.519, 1.665], [0.767, -1.240, 4.283], [0.476, 4.069, 2.233], [-0.844, -0.660, -3.888], [2.263, 3.648, -3.545], [6.120, 3.173, 3.329], [6.961, 1.274, 1.827], [4.439, 2.049, -0.138], [-6.088, -4.890, -3.265], [-2.500, -0.858, 5.181], [-4.520, 2.018, -0.907], [-6.110, -3.460, -0.954], [-4.654, -4.076, -3.643], [-0.149, -1.287, -4.104], [-3.139, -0.261, 4.532], [-3.847, -2.345, 0.021], [-3.451, -3.850, 1.139], [0.428, 1.985, -2.703], [5.092, 2.819, 0.881], [3.179, 6.524, -1.501], [0.077, 1.950, -3.734], [-0.920, -1.060, 1.592], [2.324, -0.465, 5.941], [-2.348, -5.670, 0.846], [-3.166, -0.686, 3.528], [5.028, 1.968, -4.444], [1.042, 1.106, -2.509], [-1.389, -1.659, -1.198], [-5.662, -3.185, -1.908], [-3.844, 0.493, -5.212], [4.733, 2.950, -4.073], [0.182, -0.337, 4.457], [-4.320, -1.883, -2.415], [4.853, 2.235, -1.129], [3.175, 1.464, 2.939], [-2.952, 1.725, 0.843], [2.898, -0.697, 6.675], [-2.217, -4.608, 0.635], [-4.398, -5.256, -2.072], [-3.008, 0.280, -0.226], [8.884, 0.744, 2.567], [-4.666, -1.314, -4.273], [1.592, -1.612, 5.477], [-0.023, -2.305, 3.881], [-1.562, -1.274, -2.061], [-3.273, 0.054, -4.395], [3.449, 4.842, -1.166], [-4.728, -0.166, 5.235], [0.887, -1.811, 6.285], [0.567, -1.301, -1.364], [4.544, 1.096, 2.726], [-0.480, 1.955, -2.100], [2.444, 0.892, 2.367], [-2.074, -4.348, -0.747], [-2.240, -1.647, -5.062], [3.384, 2.173, -0.385], [-4.325, -4.189, 0.582], [4.508, 0.987, 0.097], [-0.387, -1.998, 3.048], [-2.346, 1.287, 4.369], [-1.821, -3.452, -0.983], [2.887, 2.452, 2.581], [0.118, -1.482, 0.756], [-1.726, -1.426, 1.222], [7.828, 0.645, 2.817], [1.822, 5.483, -1.246], [-5.254, -4.378, -2.784], [-0.875, 4.549, 0.297], [2.758, 5.156, -3.110], [-0.221, -0.993, -0.677], [4.744, 3.586, -4.958], [-3.605, -3.978, 2.211], [1.192, 3.161, -2.426], [2.966, 1.348, 4.002], [-1.512, -0.193, -5.752], [-1.100, 3.344, 2.353], [1.805, 3.651, -5.002]],
  "spin_multiplicity": 1,
  "e_homo_ha": -0.3585,
  "smiles": "COP(=O)(OC)OC.COP(=O)(OC)OC.ClCCl.ClCCl.ClCCl.OCCO.OCCO.OCCO.OCCO.OCCO",
  "orbital_gap_ev": 9.71,
  "lumo_energy_ev": -0.04
}